This record from OMol25 describes C33H43BCoF6N6PS5 as an isolated structure. The level of theory is ωB97M-V/def2-TZVPD.

The calculation puts the LUMO energy at -1.34 eV. The frontier orbital gap is 5.699 eV. The spin multiplicity is 1. The energy comes out at -5951.2043 Eh.

Geometry as XYZ:
```
96
Properties=species:S:1:pos:R:3:forces:R:3:mulliken_charge:R:1
Co 1.9935 1.8128 0.0415 -0.1 0.2 0.6 -0.8744
C 1.7957 -0.5801 -5.2401 0.0 0.0 0.1 -1.9244
C 0.8090 -0.4990 -4.1145 0.2 0.0 -0.1 0.2566
C -0.5337 -0.5393 -4.3095 -0.1 0.0 0.0 -0.9045
C -1.4034 -0.4594 -3.2026 0.0 0.0 0.0 0.0359
N -0.9401 -0.2422 -2.0037 -0.1 0.0 0.0 -0.2573
N 0.3756 -0.1251 -1.8002 0.1 0.0 0.1 0.5739
B 0.7065 0.3828 -0.2579 -0.1 -0.1 -0.2 0.7781
N 1.2449 -0.9649 0.3512 -0.1 0.0 0.0 1.1009
N 0.4571 -1.8962 0.8576 0.0 -0.1 0.0 -0.8701
C 1.0208 -3.0108 1.2787 0.0 0.1 0.0 0.0303
C 2.4103 -3.2162 1.1762 0.0 0.0 0.0 -0.4004
C 3.2100 -2.2720 0.5921 0.2 0.0 0.0 -0.5694
C 4.6919 -2.4039 0.4353 -0.1 0.0 0.0 -1.7250
C 2.5497 -1.1114 0.1756 0.1 0.0 0.0 0.9643
S 3.3400 0.2800 -0.6349 -0.1 0.0 -0.2 -0.0977
C 0.1108 -4.0507 1.9117 0.0 0.0 0.0 2.2331
C 0.3893 -5.4276 1.2957 0.0 0.0 0.0 -1.8270
C -1.3564 -3.6895 1.6902 0.0 0.0 0.0 -1.6757
C 0.4099 -4.0799 3.4176 0.0 0.0 0.0 -1.6786
N -0.6005 1.0251 0.2145 0.1 0.0 0.0 1.1742
N -1.4100 0.4733 1.1071 0.0 0.0 0.0 -1.0783
C -2.5100 1.1107 1.4111 0.0 0.0 0.0 -0.1685
C -2.8556 2.3153 0.7543 0.0 0.0 0.0 -0.4912
C -2.0272 2.8703 -0.1742 0.0 0.1 0.0 0.1354
C -2.3131 4.1569 -0.8754 0.0 0.0 0.0 -1.8867
C -0.8018 2.2010 -0.4160 0.0 0.0 0.0 1.5872
S 0.4625 2.7939 -1.4133 0.0 -0.1 -0.1 -0.5882
C -3.4018 0.4402 2.4509 0.0 0.0 0.0 2.3994
C -2.5352 -0.1310 3.5773 0.0 0.0 0.0 -1.4524
C -4.1608 -0.6979 1.7541 0.0 0.0 0.0 -1.3754
C -4.4046 1.4277 3.0499 0.0 0.0 0.0 -2.2476
C 1.2553 -0.3336 -2.7721 0.0 0.1 0.0 1.4600
S 2.9755 -0.4427 -2.5688 0.0 0.0 0.0 -0.1550
C -2.9085 -0.5801 -3.3657 0.0 0.0 0.0 2.5196
C -3.2264 -1.9240 -4.0362 0.0 0.0 0.0 -1.8006
C -3.6128 -0.5108 -2.0145 0.0 0.0 0.0 -2.0335
C -3.3911 0.5764 -4.2531 0.0 0.0 0.0 -1.6533
H 1.2758 -0.6095 -6.1953 0.0 0.0 0.0 0.3962
H 2.4162 -1.4755 -5.1585 0.0 0.0 0.0 0.4225
H 2.4638 0.2840 -5.2184 0.0 0.0 0.0 0.3881
H -0.9305 -0.6328 -5.3119 0.0 0.0 0.0 0.4035
H 2.8495 -4.1252 1.5654 0.0 0.0 0.0 0.4479
H 5.0452 -3.3409 0.8599 0.0 0.0 0.0 0.4380
H 5.1906 -1.5714 0.9349 0.0 0.0 0.0 0.3589
H 4.9749 -2.3647 -0.6180 0.0 0.0 0.0 0.3681
H 0.2350 -5.4122 0.2150 0.0 0.0 0.0 0.3853
H -0.2958 -6.1597 1.7248 0.0 0.0 0.0 0.4605
H 1.4038 -5.7759 1.4933 0.0 0.0 0.0 0.3446
H -1.5966 -3.6497 0.6261 0.0 0.0 0.0 0.3514
H -1.5940 -2.7177 2.1200 0.0 0.0 0.0 -0.0173
H -1.9851 -4.4469 2.1605 0.0 0.0 0.0 0.5629
H 1.4524 -4.3372 3.6163 0.0 0.0 0.0 0.3565
H -0.2201 -4.8264 3.9035 0.0 0.0 0.0 0.4820
H 0.2056 -3.1085 3.8709 0.0 0.0 0.0 0.3245
H -3.7803 2.8175 1.0045 0.0 0.0 0.0 0.3901
H -3.2916 4.5456 -0.5989 0.0 0.0 0.0 0.4406
H -2.2691 4.0225 -1.9580 0.0 0.0 0.0 0.3301
H -1.5443 4.8894 -0.6221 0.0 0.0 0.0 0.3678
H -1.7870 -0.8194 3.1868 0.0 0.0 0.0 -0.0097
H -3.1672 -0.6594 4.2934 0.0 0.0 0.0 0.4626
H -2.0098 0.6679 4.1040 0.0 0.0 0.0 0.4041
H -3.4600 -1.4250 1.3424 0.0 0.0 0.0 0.0565
H -4.7767 -0.3157 0.9364 0.0 0.0 0.0 0.2834
H -4.8146 -1.2066 2.4656 0.0 0.0 0.0 0.4968
H -3.9024 2.3037 3.4654 0.0 0.0 0.0 0.4517
H -4.9493 0.9384 3.8584 0.0 0.0 0.0 0.4498
H -5.1434 1.7624 2.3194 0.0 0.0 0.0 0.3759
H -2.8972 -2.7574 -3.4124 0.0 0.0 0.0 0.3718
H -2.7487 -2.0177 -5.0128 0.0 0.0 0.0 0.3439
H -4.3036 -2.0147 -4.1839 0.0 0.0 0.0 0.4615
H -3.2660 -1.2984 -1.3443 0.0 0.0 0.0 0.2835
H -4.6873 -0.6282 -2.1673 0.0 0.0 0.0 0.6095
H -3.4323 0.4454 -1.5212 0.0 0.0 0.0 0.1133
H -2.9529 0.5345 -5.2516 0.0 0.0 0.0 0.3700
H -3.1332 1.5396 -3.8089 0.0 0.0 0.0 0.2504
H -4.4757 0.5282 -4.3628 0.0 0.0 0.0 0.4774
S 2.7271 0.9223 1.9703 0.0 0.0 0.0 0.0307
C 3.0796 2.2953 3.0011 0.0 0.0 0.0 0.3399
C 3.8342 2.1582 4.1637 0.0 0.0 0.0 -0.6552
C 3.9777 3.2346 5.0232 0.0 0.0 0.0 -0.6317
C 3.3590 4.4441 4.7224 0.0 0.0 0.0 -0.5110
C 2.6110 4.5804 3.5642 0.0 0.0 0.0 -0.6149
C 2.4747 3.5098 2.6799 0.0 0.0 0.0 0.1166
S 1.5995 3.6794 1.1673 0.1 -0.1 -0.1 -0.3541
H 4.3038 1.2078 4.3864 0.0 0.0 0.0 0.4195
H 4.5711 3.1334 5.9225 0.0 0.0 0.0 0.3606
H 3.4697 5.2882 5.3913 0.0 0.0 0.0 0.3627
H 2.1403 5.5257 3.3235 0.0 0.0 0.0 0.4195
F 3.4313 2.8339 -2.0768 0.2 -0.1 -0.1 -0.4430
P 4.5811 2.8495 -3.2559 -0.1 0.1 -0.1 1.2991
F 5.5973 3.5800 -2.2616 0.0 0.0 0.1 -0.3874
F 4.0195 4.2518 -3.7840 0.0 0.0 0.0 -0.3905
F 5.1020 1.3901 -2.6997 0.0 0.0 0.0 -0.4387
F 3.5240 2.0630 -4.2335 0.0 0.0 0.0 -0.3233
F 5.6837 2.7915 -4.4148 0.0 0.0 -0.1 -0.3671
```
Positions in Å, forces in eV/Å.